(1)
Below is C27H30O6 in the gas phase, with properties calculated with ωB97M-V/def2-TZVPD.

Values from the calculation:
HOMO level: -0.2939 Ha
E_tot: -40769.2895 eV
Kohn-Sham gap: 8.1 eV
relative energy (zero: lowest compared OMol25 entry of this formula, charge and spin): 4.5 kJ/mol

The geometry in XYZ format:
```
63
Properties=species:S:1:pos:R:3:forces:R:3
C 3.2802 -7.3461 -1.6343 -0.1049 0.0384 -0.1224
C 3.4575 -6.3551 -2.7428 -0.1317 -0.0275 0.0419
C 4.8597 -5.8673 -2.9732 -0.1057 0.0421 -0.0663
C 2.4355 -5.9379 -3.4799 -0.0217 0.0891 -0.1045
C 2.5435 -4.9585 -4.6139 0.4291 -0.1251 0.0456
O 1.2905 -4.4643 -5.0415 -0.2369 0.0293 -0.0616
C 0.5745 -3.6734 -4.2047 -0.3307 0.2338 0.0371
C -0.6534 -3.2207 -4.6971 0.2959 -0.2227 -0.0811
C -1.4555 -2.4090 -3.9317 0.1027 0.0696 0.2702
C -1.0710 -2.0109 -2.6445 0.4166 -0.3763 -0.2774
C -1.9554 -1.1663 -1.8758 -0.2452 0.4489 0.6662
C -1.7585 -0.6825 -0.6390 -0.0108 -0.4968 -0.7229
C -2.7828 0.1462 0.0040 -0.2185 0.0991 -0.0683
O -3.9223 0.2275 -0.4236 0.1078 0.0091 0.1074
C -2.3952 0.8439 1.2585 0.1148 0.2397 0.0511
C -3.3634 0.9690 2.2535 0.2117 0.0439 -0.0430
C -3.1012 1.6035 3.4439 0.1186 0.1488 0.1669
C -1.8437 2.1695 3.6620 -0.2293 -0.2231 -0.2696
O -1.6698 2.7917 4.8529 -0.2085 -0.1147 -0.0792
C -0.4875 3.5394 5.0736 0.3697 0.2055 0.1818
C -0.3789 4.7122 4.1381 -0.0762 -0.1455 0.0825
C 0.7257 5.3606 3.7917 0.0038 0.0695 -0.1310
C 0.6798 6.5269 2.8479 -0.0607 -0.0705 0.1320
C 2.1041 5.0163 4.2659 -0.1321 -0.1260 0.0023
C -0.8675 2.0721 2.6748 0.3609 0.0713 0.1509
C -1.1349 1.4193 1.4778 -0.4833 -0.2567 0.1269
O -0.2298 1.3348 0.4564 -0.2012 0.0866 0.0539
C 1.0460 1.8848 0.6147 0.2021 -0.0009 0.0574
C 1.0967 3.3999 0.7730 0.2581 0.0847 0.1010
O 2.0802 3.9840 1.1460 0.1445 -0.1295 -0.0126
O -0.0344 3.9993 0.4352 -0.6270 0.0849 -0.3322
C 0.1592 -2.4673 -2.1671 -0.3233 0.1370 -0.1139
C 0.9712 -3.2853 -2.9262 0.2981 -0.1741 -0.1427
H 2.2385 -7.6353 -1.5264 -0.0730 -0.0546 0.0462
H 3.6259 -6.9211 -0.6922 0.0484 -0.0173 0.1081
H 3.8731 -8.2387 -1.8324 0.0607 -0.1038 0.0603
H 5.1833 -6.0952 -3.9879 0.1318 0.0035 -0.0679
H 5.5499 -6.3339 -2.2759 0.1079 0.0036 0.0132
H 4.9198 -4.7863 -2.8454 0.0843 0.1022 0.0069
H 1.4373 -6.3123 -3.3020 -0.1370 -0.1181 0.0839
H 2.9533 -5.4534 -5.5028 -0.0120 0.1418 0.1184
H 3.2137 -4.1254 -4.3555 -0.0667 -0.0470 -0.0640
H -0.9500 -3.5275 -5.6879 -0.0375 -0.0288 -0.1110
H -2.4027 -2.0713 -4.3263 -0.0995 0.0423 -0.0343
H -2.8845 -0.8921 -2.3626 -0.0839 0.0592 0.0159
H -0.8657 -0.8900 -0.0730 0.1198 -0.0303 -0.0058
H -4.3370 0.5447 2.0611 -0.0794 -0.0313 -0.0278
H -3.8486 1.6902 4.2154 -0.0941 0.0079 0.0951
H 0.3919 2.8849 5.0176 -0.0895 0.0431 0.0337
H -0.5875 3.8886 6.1082 0.0671 -0.1319 -0.1472
H -1.3361 5.0310 3.7456 -0.1055 0.1198 -0.1020
H 0.9644 7.4398 3.3706 0.0298 0.1285 -0.0198
H -0.3166 6.6676 2.4343 -0.0928 0.0550 -0.0494
H 1.3993 6.3761 2.0435 0.0605 0.0287 -0.0961
H 2.0969 4.2741 5.0576 0.0877 -0.0676 0.0902
H 2.6859 4.6380 3.4248 0.0901 -0.0032 0.0000
H 2.6021 5.9111 4.6351 0.0867 0.0662 0.0749
H 0.0945 2.5311 2.8334 0.0510 0.0362 0.0601
H 1.5943 1.4348 1.4549 -0.0993 0.1608 -0.1221
H 1.5806 1.6382 -0.3099 -0.0178 0.0857 0.1858
H 0.0264 4.9600 0.5648 0.2618 -0.1836 0.0864
H 0.4891 -2.1819 -1.1801 0.0434 0.0187 0.1117
H 1.9063 -3.6297 -2.5124 0.0702 -0.0276 0.0104
```
Positions in Å, forces in eV/Å.


(2)
Below is a molecular structure, C29H31AgF6N4O5PSSb, with properties calculated with ωB97M-V/def2-TZVPD.

Values from the calculation:
spin multiplicity: 2
HOMO level (alpha / beta): -0.4100 / -0.4094 Ha
E_tot: -93739.9402 eV
Kohn-Sham gap (alpha / beta): 8.6 / 5.1 eV
relative energy (zero: lowest compared OMol25 entry of this formula, charge and spin): 5.6 kJ/mol
net charge: +1
⟨S²⟩: 0.759

The geometry in XYZ format:
```
79
Properties=species:S:1:pos:R:3:forces:R:3
Ag 1.2513 0.8590 -0.2921 -0.0768 -0.4166 -0.3532
N 4.7738 2.5384 1.0456 0.2373 0.1721 -0.1187
C 3.8144 3.5346 0.4597 0.0545 -0.0398 -0.0534
P 3.7974 3.0481 -1.3217 0.1477 0.0319 0.1464
O 5.2391 2.9792 -1.6550 0.0343 0.0040 -0.0296
O 2.9080 1.8355 -1.4609 -0.2660 0.0693 -0.0542
C 2.9258 4.3911 -2.2465 0.0189 -0.0405 0.0069
N 1.8109 3.7683 -3.0316 0.0587 0.0167 0.0365
H 5.5391 2.4202 0.3624 -0.0023 0.0530 -0.0093
H 4.2649 1.6335 1.1782 -0.1767 0.1038 0.0639
H 5.1502 2.8374 1.9424 0.0022 0.0120 -0.0147
H 4.2356 4.5319 0.5742 -0.0030 -0.0064 0.0184
H 2.8610 3.4598 0.9711 -0.0646 -0.0329 0.0361
H 3.6179 4.8924 -2.9178 0.0091 -0.0259 -0.0028
H 2.4898 5.1158 -1.5637 0.0216 0.0100 0.0082
H 1.9970 3.7669 -4.0317 -0.0049 -0.0049 0.0022
H 0.9070 4.2335 -2.8531 -0.0627 -0.0386 -0.0864
H 1.7219 2.7876 -2.7092 -0.0368 0.0065 -0.0252
O 2.8299 0.8146 1.5474 -0.0514 -0.1413 0.0107
S 2.7902 0.0695 2.8832 -0.1443 0.0272 0.1828
C 1.6538 0.9972 3.8956 -0.0139 0.0211 -0.0276
C 0.8208 1.9444 3.3211 0.0447 -0.0341 -0.0341
C -0.0717 2.6318 4.1314 -0.0123 0.0129 0.0046
C -0.1132 2.3728 5.4939 0.0047 -0.0050 -0.0075
C 0.7369 1.4288 6.0576 0.0005 -0.0007 -0.0050
C 1.6310 0.7348 5.2584 0.0136 -0.0258 0.0092
C 1.8715 -1.4298 2.6514 0.0077 0.0206 -0.0113
C 0.4852 -1.4479 2.5483 -0.0309 0.0106 0.0115
C -0.1534 -2.6620 2.3603 -0.0083 0.0035 -0.0388
C 0.5891 -3.8347 2.2861 -0.0209 -0.0020 -0.0210
C 1.9724 -3.8067 2.3910 0.0104 -0.0053 0.0061
C 2.6227 -2.5968 2.5766 0.0079 0.0129 -0.0389
H 0.8532 2.1352 2.2561 -0.0106 0.0254 0.0250
H -0.7380 3.3626 3.6925 0.0075 -0.0043 -0.0141
H -0.8104 2.9108 6.1221 0.0007 -0.0004 0.0019
H 0.7045 1.2347 7.1210 0.0041 -0.0015 0.0001
H 2.2962 -0.0047 5.6885 -0.0021 -0.0002 0.0051
H -0.0911 -0.5349 2.6257 0.0005 0.0032 -0.0161
H -1.2323 -2.6986 2.2759 0.0026 0.0135 -0.0024
H 0.0770 -4.7789 2.1541 0.0068 -0.0108 -0.0108
H 2.5436 -4.7234 2.3386 -0.0011 0.0017 -0.0049
H 3.7012 -2.5574 2.6655 0.0020 -0.0061 0.0063
O 1.6274 -1.3647 -1.2397 0.0851 0.0562 -0.0210
C 0.3976 -1.4860 -1.1778 -0.0735 0.0283 0.0107
N -0.4095 -2.3776 -1.7720 0.0696 -0.0611 0.0974
C -1.8071 -1.9741 -1.6406 -0.0257 0.0605 -0.0251
C -1.6571 -0.6816 -0.7680 -0.1111 0.0795 -0.1132
O -2.5558 0.0161 -0.4021 0.0321 -0.0323 -0.0069
N -0.3128 -0.5733 -0.4416 0.1687 -0.0814 0.2946
C -2.6560 -2.9856 -0.8842 0.0205 -0.0403 -0.0096
C -3.9910 -2.6855 -0.6245 -0.0036 0.0007 -0.0090
C -4.7858 -3.5912 0.0570 0.0029 -0.0011 0.0005
C -4.2627 -4.8099 0.4719 -0.0007 0.0021 -0.0036
C -2.9393 -5.1166 0.2012 -0.0012 -0.0114 0.0077
C -2.1349 -4.2049 -0.4718 0.0256 0.0217 0.0422
C -2.3965 -1.6658 -3.0167 -0.0523 -0.0109 0.0115
C -2.9790 -0.4520 -3.3538 0.0798 0.0307 -0.0064
C -3.4969 -0.2642 -4.6312 0.0004 0.0004 -0.0064
C -3.4377 -1.2777 -5.5720 -0.0005 0.0110 0.0066
C -2.8613 -2.4959 -5.2344 0.0043 -0.0020 0.0027
C -2.3493 -2.6880 -3.9639 -0.0442 -0.0332 -0.0140
H -0.0715 -3.0038 -2.4839 -0.0120 0.0511 -0.0552
H -4.4045 -1.7416 -0.9548 0.0029 0.0026 0.0015
H -5.8207 -3.3485 0.2583 -0.0004 -0.0006 0.0006
H -4.8892 -5.5197 0.9953 -0.0008 -0.0005 0.0005
H -2.5298 -6.0713 0.5059 0.0010 0.0064 0.0010
H -1.1001 -4.4498 -0.6721 0.0110 0.0011 0.0057
H -3.0373 0.3555 -2.6371 -0.0114 -0.0075 0.0084
H -3.9492 0.6859 -4.8829 -0.0042 -0.0010 -0.0010
H -3.8439 -1.1257 -6.5631 -0.0012 0.0009 0.0012
H -2.8216 -3.3002 -5.9571 -0.0020 0.0034 -0.0004
H -1.9384 -3.6582 -3.7029 -0.0032 0.0093 0.0193
F -0.4050 1.9947 -1.9924 0.0979 -0.0651 0.0186
Sb -1.0807 3.3923 -0.8624 -0.1006 0.1463 0.0365
F -2.8134 2.9967 -1.4085 0.0371 -0.0012 0.0674
F -0.9963 2.2111 0.6128 -0.0169 -0.0469 -0.0271
F -1.5873 4.8189 0.2242 0.0116 -0.0010 -0.0279
F 0.7829 3.6973 -0.4521 0.0881 0.0783 0.0352
F -0.7603 4.5503 -2.3555 0.0184 0.0184 0.0552
```
Positions in Å, forces in eV/Å.


(3)
Below is C7H16N2O in the gas phase at a distorted geometry, with properties calculated with ωB97M-V/def2-TZVPD.

Values from the calculation:
HOMO level: -0.3136 Ha
E_tot: -12544.2553 eV
Kohn-Sham gap: 9.3 eV
relative energy (zero: lowest compared OMol25 entry of this formula, charge and spin): 291.3 kJ/mol

The geometry in XYZ format:
```
26
Properties=species:S:1:pos:R:3:forces:R:3
C 2.4589 1.4376 -0.3572 -0.2447 -0.2076 -0.1216
N 1.7173 0.2528 0.0331 0.1590 0.1564 0.3790
N 2.6330 -0.8180 0.2565 0.1096 -0.0159 0.0177
C 0.8505 0.4895 1.1388 0.3124 -0.0049 -0.1171
C -0.4529 0.2343 1.0915 0.2417 -0.5603 -2.4218
O -1.2532 0.4455 2.1765 -0.5081 -0.2607 -0.5550
C -1.1899 -0.3235 -0.3071 -0.1778 0.7101 2.7005
C -1.8053 -1.6589 0.1109 -0.1658 0.0644 -0.1740
C -2.2787 0.7149 -0.5818 -0.0163 -0.2053 -0.0240
C -0.3692 -0.5262 -1.5705 0.2776 0.1239 0.4555
H 3.0544 1.1983 -1.2349 0.1040 0.0270 0.0067
H 1.7512 2.2276 -0.6100 0.0245 0.0018 0.0381
H 3.1135 1.7975 0.4455 0.1539 0.0916 0.0782
H 3.1487 -0.6767 1.1322 -0.1464 -0.0346 -0.0350
H 2.0908 -1.6724 0.3563 0.0693 0.1662 0.0006
H 1.3149 0.8875 2.0505 -0.0225 -0.0202 0.1022
H -0.7301 0.8050 2.9053 0.0424 -0.0791 -0.2002
H -2.4230 -2.0489 -0.7036 -0.0140 -0.0290 0.0804
H -1.0257 -2.3886 0.3275 0.0391 -0.0613 0.0052
H -2.4227 -1.5393 0.9984 -0.0853 -0.0563 0.0405
H -1.8332 1.6750 -0.8275 0.0626 0.1487 -0.0555
H -2.8888 0.3972 -1.4274 -0.0913 -0.0165 -0.0390
H -2.9166 0.8466 0.2864 -0.1442 0.0310 0.0757
H -1.0229 -0.8944 -2.3558 -0.3691 -0.0274 -0.0550
H 0.0707 0.4052 -1.9037 0.1917 0.0550 -0.1230
H 0.4081 -1.2675 -1.4300 0.1974 0.0031 -0.0590
```
Positions in Å, forces in eV/Å.


(4)
Below is a gas-phase ion, C2H8NOS (charge +1) at a distorted geometry, with properties calculated with ωB97M-V/def2-TZVPD.

Values from the calculation:
HOMO level: -0.5878 Ha
E_tot: -16567.7519 eV
Kohn-Sham gap: 12.7 eV
relative energy (zero: lowest compared OMol25 entry of this formula, charge and spin): 240.5 kJ/mol
net charge: +1

The geometry in XYZ format:
```
13
Properties=species:S:1:pos:R:3:forces:R:3
C -0.1728 1.5386 -0.5503 -3.9748 -0.6692 2.5786
S 0.4602 0.0651 0.1401 -0.5759 -1.1440 2.3483
C 0.0592 -1.4104 -0.8553 0.3638 0.2931 -0.9684
N -0.3221 -0.2037 1.6036 -0.4134 -0.1685 -0.9434
O 1.8195 0.3570 0.3724 1.7022 -0.3707 -0.2642
H -0.6362 2.0471 0.3538 0.8034 -0.2755 -1.0166
H -1.0190 1.3821 -1.1934 -0.3019 -0.2929 -0.5051
H 0.5630 2.0937 -0.9835 2.2589 1.2352 -1.0927
H 0.5050 -1.2965 -1.8944 -0.3875 0.3317 1.3391
H -1.0261 -1.4622 -0.9564 0.0372 -0.0014 0.1416
H 0.4766 -2.3483 -0.4484 -0.1122 0.7149 0.3307
H -0.5583 -1.1209 1.9721 0.1162 -0.3036 -1.0338
H -0.1489 0.3584 2.4397 0.4841 0.6509 -0.9140
```
Positions in Å, forces in eV/Å.